a.
12
Properties=species:S:1:pos:R:3 method="wB97M-V/def2-TZVPD" lumo_ev="-8.621 / -7.526" mol_weight_g_mol=117.15 smiles="C/N=C/C(=O)[NH+]=S" total_charge=+1
C 0.384 1.428 1.470
N 0.179 0.461 0.504
C -0.763 0.188 -0.234
C -0.764 -1.007 -1.163
O -1.710 -1.479 -1.663
N 0.466 -1.689 -1.191
S 2.058 -1.338 -1.233
H -0.381 1.364 2.230
H 0.572 2.400 0.954
H 1.381 1.397 2.014
H -1.714 0.902 -0.242
H 0.293 -2.627 -1.445



b.
12
Properties=species:S:1:pos:R:3 method="wB97M-V/def2-TZVPD" lumo_ev="-7.506 / -7.481" mol_weight_g_mol=117.15 total_charge=+1
C 0.787 -0.432 0.211
C 1.458 0.079 -1.017
C -1.321 -0.283 1.449
N 0.530 0.719 -1.778
N -0.365 0.028 0.479
O 2.580 -0.127 -1.359
S -1.115 0.909 -1.428
H 1.457 -1.025 1.004
H -0.823 -0.020 2.431
H -1.810 -1.324 1.577
H -2.080 0.476 1.207
H 0.704 0.998 -2.776



Most favorable first, least favorable last: b, a



a.
6
Properties=species:S:1:pos:R:3 method="wB97M-V/def2-TZVPD" lumo_ev=0.771 mol_weight_g_mol=96.94 smiles="Cl/C=C/Cl" total_charge=0
Cl 0.362 -1.882 -0.695
C -0.329 -0.512 0.303
C 0.232 0.559 0.059
Cl -0.166 2.152 0.399
H -1.363 -0.898 0.586
H 1.264 0.580 -0.653



b.
6
Properties=species:S:1:pos:R:3 method="wB97M-V/def2-TZVPD" lumo_ev="-1.075 / -0.590" mol_weight_g_mol=96.94 total_charge=0
C -0.702 0.404 0.924
C 0.559 -0.279 -0.801
Cl -0.419 -0.768 -2.053
Cl 2.044 0.483 -1.045
H -0.082 0.529 1.784
H -1.399 -0.368 1.191



Most favorable first, least favorable last: a, b



a.
9
Properties=species:S:1:pos:R:3 method="wB97M-V/def2-TZVPD" lumo_ev=6.450 mol_weight_g_mol=111.06 total_charge=-2
C -3.792 -0.324 0.770
C -3.107 0.378 0.041
C 0.667 -0.475 -0.407
C 2.873 0.794 -0.133
N 1.385 0.339 0.056
O 3.108 1.668 0.645
O -0.087 -1.310 -0.800
O 3.409 0.205 -1.078
H -4.456 -1.277 0.907



b.
9
Properties=species:S:1:pos:R:3 method="wB97M-V/def2-TZVPD" lumo_ev=6.748 mol_weight_g_mol=111.06 total_charge=-2
C -2.895 -0.169 0.059
C -1.723 -0.454 0.004
C 0.201 -0.726 -0.092
C 2.079 0.803 0.037
N 0.693 0.405 0.012
O 2.619 0.852 1.157
O 0.407 -1.919 -0.234
O 2.568 1.162 -1.052
H -3.949 0.047 0.109



Most favorable first, least favorable last: a, b



a.
19
Properties=species:S:1:pos:R:3 method="wB97M-V/def2-TZVPD" lumo_ev=0.887 mol_weight_g_mol=103.24 total_charge=0
C -1.329 -1.044 1.068
C -2.018 0.629 -0.732
C 0.647 1.099 0.308
C -1.091 -0.419 -0.258
N 2.603 -0.339 -1.205
Si 2.211 0.002 0.513
H -0.585 -1.897 1.331
H -2.309 -1.594 1.001
H -1.355 -0.402 1.908
H -3.098 0.305 -0.508
H -1.876 0.948 -1.740
H -2.002 1.469 -0.027
H 0.422 1.638 -0.604
H 0.023 1.559 1.184
H -0.619 -1.005 -1.044
H 3.392 -0.719 -1.643
H 1.941 0.110 -1.780
H 3.282 0.882 1.025
H 1.760 -1.222 1.204



b.
19
Properties=species:S:1:pos:R:3 method="wB97M-V/def2-TZVPD" lumo_ev="0.331 / 0.894" mol_weight_g_mol=103.24 total_charge=0
C -1.348 -0.202 -1.403
C -0.450 1.962 -2.444
C 1.030 -2.369 2.289
C -0.940 1.157 -1.291
N 0.622 0.433 2.043
Si 1.188 -0.830 1.119
H -1.356 -0.390 -2.449
H -0.614 -0.877 -0.770
H -2.353 -0.371 -1.136
H -0.790 2.887 -2.121
H -0.751 1.657 -3.493
H 0.656 1.996 -2.492
H -0.027 -2.688 2.312
H 1.803 -3.094 2.102
H 1.239 -2.115 3.352
H -1.069 1.818 -0.329
H 0.826 1.313 1.499
H -0.150 0.382 2.696
H 2.485 -0.667 0.515



Most favorable first, least favorable last: a, b



a.
33
Properties=species:S:1:pos:R:3 method="wB97M-V/def2-TZVPD" s2=0.7572 lumo_ev="-3.557 / -11.067" mol_weight_g_mol=198.17 multiplicity=2 total_charge=+1
O -1.484 3.293 0.851
H -1.558 3.865 0.087
H -1.109 3.812 1.566
O -3.831 0.486 0.387
H -4.604 1.020 0.187
H -3.108 1.098 0.335
O -0.170 -2.935 3.876
H -0.705 -2.157 3.734
H 0.464 -3.127 3.185
O -2.455 -2.124 0.392
H -3.026 -1.339 0.356
H -2.510 -2.359 1.323
O 5.239 -0.627 1.217
H 5.017 -0.910 2.106
H 4.756 0.157 0.956
O 3.088 3.231 -0.787
H 2.517 2.451 -0.858
H 3.825 2.759 -0.396
O -1.844 1.988 -3.583
H -1.802 1.067 -3.316
H -2.785 2.192 -3.606
O 2.515 1.721 1.835
H 1.776 1.110 1.979
H 3.199 1.061 2.023
O -1.283 -2.796 -1.754
H -1.706 -2.476 -0.894
H -1.759 -3.554 -2.127
O -0.258 -0.030 -0.872
H 0.198 -0.212 -1.692
H -1.037 0.512 -0.756
O 1.603 -2.317 -2.224
H 2.178 -2.543 -1.483
H 0.663 -2.319 -2.046



b.
33
Properties=species:S:1:pos:R:3 method="wB97M-V/def2-TZVPD" s2=0.7591 lumo_ev="-3.312 / -10.423" mol_weight_g_mol=198.17 multiplicity=2 total_charge=+1
O 3.601 -1.520 -0.565
H 4.499 -1.253 -0.367
H 3.074 -1.123 0.129
O 3.325 1.515 -1.210
H 3.240 0.732 -1.753
H 2.459 1.922 -1.239
O 1.812 -2.106 1.667
H 1.277 -2.049 0.876
H 1.910 -1.199 1.956
O 2.645 0.648 1.462
H 2.079 1.261 1.931
H 3.411 0.549 2.027
O -1.773 -0.881 -2.059
H -1.881 -1.740 -1.651
H -1.695 -1.067 -2.994
O -2.261 0.622 2.381
H -1.744 0.849 3.155
H -1.891 -0.208 2.080
O 0.181 -0.656 0.073
H -0.548 -0.324 -0.451
H 0.876 -0.009 -0.047
O 0.727 2.232 -1.482
H 0.632 3.085 -1.905
H -0.104 2.096 -1.026
O -1.667 1.632 -0.311
H -1.863 2.507 0.022
H -1.883 1.045 0.413
O -1.909 -2.114 1.562
H -1.488 -2.006 0.710
H -2.722 -2.582 1.371
O -4.357 -0.019 -1.293
H -3.404 -0.112 -1.280
H -4.557 0.275 -2.182



Most favorable first, least favorable last: b, a



a.
15
Properties=species:S:1:pos:R:3 method="wB97M-V/def2-TZVPD" lumo_ev=0.415 mol_weight_g_mol=137.16 smiles="O=S(=O)=C1NCCO1.[H][H]" total_charge=0
O 0.838 0.739 2.878
S 0.584 1.832 1.948
O 1.646 2.597 1.361
C 0.139 0.509 0.222
N -0.481 -0.606 0.646
C -1.075 -1.386 -0.512
C -1.013 -0.277 -1.627
O -0.143 0.736 -1.044
H -0.096 -1.110 1.423
H -2.086 -1.667 -0.305
H -0.335 -2.288 -0.718
H -0.480 -0.567 -2.555
H -2.011 0.179 -1.701
H 2.118 0.662 0.319
H 2.395 0.648 -0.336



b.
15
Properties=species:S:1:pos:R:3 method="wB97M-V/def2-TZVPD" lumo_ev=0.548 mol_weight_g_mol=137.16 smiles="O=C(NS)[C@H](O)CO" total_charge=0
O 0.693 2.248 0.213
C -0.077 1.312 0.061
N -0.987 1.307 -0.988
S -2.349 0.319 -1.203
C 0.073 0.054 0.941
O 0.744 0.432 2.098
C 0.855 -1.132 0.244
O 0.022 -1.789 -0.686
H -0.914 2.155 -1.574
H -1.775 -0.549 -2.073
H -0.888 -0.359 1.167
H 1.334 1.167 1.844
H 1.717 -0.672 -0.221
H 1.237 -1.797 1.037
H 0.316 -2.696 -0.860



Most favorable first, least favorable last: b, a



a.
15
Properties=species:S:1:pos:R:3 method="wB97M-V/def2-TZVPD" lumo_ev=0.703 mol_weight_g_mol=137.16 total_charge=0
C -0.297 -1.976 -0.045
C -1.153 -0.641 0.290
C 1.081 -0.288 0.663
N 1.142 2.348 -0.222
O 0.547 0.789 -2.154
O 1.038 -1.590 0.259
O -0.174 0.146 1.012
S 1.570 0.985 -1.086
H -0.425 -2.874 0.470
H -0.433 -2.079 -1.089
H -1.383 -0.146 -0.610
H -2.009 -0.902 0.868
H 1.796 -0.012 1.483
H 1.078 3.289 -0.642
H 1.691 2.320 0.680



b.
15
Properties=species:S:1:pos:R:3 method="wB97M-V/def2-TZVPD" lumo_ev=-0.770 mol_weight_g_mol=137.16 total_charge=0
C 1.848 2.037 -0.134
C -1.374 -0.898 -0.457
C -1.423 -1.031 -1.942
N -0.579 -1.435 0.348
O 0.381 1.336 2.813
O 1.605 -0.619 3.573
O 1.764 1.140 -0.920
S 0.336 -0.038 3.242
H 1.514 1.956 0.910
H 2.271 3.021 -0.410
H -2.146 -0.273 -0.012
H -0.541 -1.549 -2.313
H -1.489 -0.053 -2.412
H -2.318 -1.589 -2.217
H 0.153 -2.005 -0.070



Most favorable first, least favorable last: b, a



a.
17
Properties=species:S:1:pos:R:3 method="wB97M-V/def2-TZVPD" lumo_ev="-3.903 / -3.890" mol_weight_g_mol=118.13 total_charge=+1
C 1.066 0.192 -0.286
C -1.166 0.858 0.688
C -0.239 -1.688 0.445
C -1.891 -0.068 -0.185
N 0.326 1.101 0.435
N 0.820 -1.092 -0.272
N 2.206 0.668 -0.924
F -1.712 0.143 -1.451
H -1.626 1.812 0.662
H -1.213 0.557 1.772
H -0.414 -1.311 1.411
H -0.544 -2.745 0.174
H -2.955 -0.146 -0.083
H 0.577 2.057 0.343
H 1.405 -1.765 -0.836
H 2.476 1.497 -0.650
H 2.885 -0.068 -1.240



b.
17
Properties=species:S:1:pos:R:3 method="wB97M-V/def2-TZVPD" lumo_ev="-4.715 / -4.702" mol_weight_g_mol=118.13 total_charge=+1
C -0.080 1.151 0.088
C -1.149 -1.016 0.389
C -2.342 1.014 -0.272
C 2.565 -1.201 -0.015
N -1.049 0.337 0.234
N 1.294 -0.602 0.067
N 1.124 0.634 0.000
F -2.289 -1.590 0.063
H -0.231 2.268 -0.010
H -0.361 -1.659 0.463
H -2.506 1.229 -1.316
H -3.053 0.340 0.266
H -2.405 1.979 0.293
H 3.357 -0.656 -0.527
H 2.747 -1.503 0.988
H 2.496 -2.121 -0.625
H 1.882 1.396 -0.089



Most favorable first, least favorable last: a, b



a.
18
Properties=species:S:1:pos:R:3 method="wB97M-V/def2-TZVPD" lumo_ev=0.417 mol_weight_g_mol=149.15 smiles="Cn1oc(=O)c2ccccc21" total_charge=0
C 0.865 0.897 -2.362
N -0.329 0.152 -1.679
O -0.057 -1.126 -1.923
C 0.019 -1.946 -0.796
O -0.151 -3.147 -0.915
C 0.188 -0.917 0.275
C -0.006 -1.228 1.513
C -0.311 -0.193 2.379
C -0.732 1.085 1.919
C -0.743 1.337 0.640
C -0.212 0.309 -0.291
H 1.739 0.571 -1.544
H 0.778 1.989 -2.315
H 0.966 0.393 -3.338
H 0.322 -2.215 1.935
H -0.558 -0.152 3.513
H -1.041 1.923 2.721
H -0.737 2.268 0.270



b.
18
Properties=species:S:1:pos:R:3 method="wB97M-V/def2-TZVPD" lumo_ev=-1.196 mol_weight_g_mol=149.15 smiles="C=C[C@]1(O)CC(C#N)=CC1=O" total_charge=0
C 1.117 -0.028 2.180
C 1.441 0.442 0.931
C 0.787 0.087 -0.380
O 1.842 0.270 -1.344
C -0.442 1.019 -0.709
C -1.613 0.085 -0.618
C -2.955 0.479 -0.882
N -4.048 0.857 -1.153
C -1.228 -1.197 -0.378
C 0.198 -1.304 -0.390
O 0.837 -2.364 -0.386
H 0.391 -0.779 2.421
H 1.583 0.426 3.047
H 2.249 1.198 0.926
H 2.603 -0.354 -1.247
H -0.368 1.396 -1.746
H -0.510 1.822 -0.018
H -1.886 -2.055 -0.253



Most favorable first, least favorable last: b, a



a.
22
Properties=species:S:1:pos:R:3 method="wB97M-V/def2-TZVPD" lumo_ev=0.750 mol_weight_g_mol=162.19 smiles=c1ccc([C@@]23OCC[C@@H]2O3)cc1 total_charge=0
C 0.059 3.467 0.345
C -0.549 2.652 1.218
C -0.297 1.284 1.252
C 0.392 0.685 0.271
C 0.511 -0.752 0.110
O 0.190 -1.618 1.113
C 0.053 -2.995 0.623
C -0.735 -2.910 -0.790
C -0.294 -1.568 -1.388
O 1.101 -1.320 -1.046
C 1.001 1.542 -0.655
C 0.754 2.881 -0.698
H -0.285 4.516 0.349
H -1.318 3.078 1.775
H -0.810 0.785 2.090
H -0.661 -3.419 1.321
H 1.067 -3.440 0.688
H -0.386 -3.743 -1.359
H -1.781 -3.063 -0.490
H -0.790 -0.886 -2.117
H 1.600 1.058 -1.385
H 1.179 3.768 -1.226



b.
22
Properties=species:S:1:pos:R:3 method="wB97M-V/def2-TZVPD" lumo_ev=0.895 mol_weight_g_mol=162.19 smiles="C=CCc1ccc2c(c1)OCO2" total_charge=0
C -4.135 0.261 0.103
C -2.815 -0.046 0.644
C -1.872 -0.874 -0.132
C -0.481 -0.257 -0.321
C -0.279 1.111 -0.284
C 0.953 1.832 -0.093
C 2.039 0.870 0.168
C 1.773 -0.544 -0.034
C 0.645 -1.090 -0.180
O 2.943 -1.254 0.206
C 4.120 -0.357 0.023
O 3.476 1.020 0.240
H -4.845 -0.056 -0.983
H -4.806 0.704 0.788
H -2.437 0.123 1.631
H -2.272 -1.092 -1.160
H -1.876 -1.813 0.390
H -1.118 1.696 -0.648
H 0.922 2.956 -0.179
H 0.504 -2.184 -0.134
H 4.856 -0.614 1.045
H 4.706 -0.391 -1.091



Most favorable first, least favorable last: a, b



a.
17
Properties=species:S:1:pos:R:3 method="wB97M-V/def2-TZVPD" lumo_ev=-3.758 mol_weight_g_mol=96.15 total_charge=+1
C 0.716 -1.597 0.466
C -0.619 -1.559 0.476
C 0.097 -0.037 -1.359
C 0.798 -0.200 -0.051
C 1.665 0.844 0.432
C -1.714 0.757 0.259
N -0.722 -0.206 -0.148
H 1.540 -2.190 0.806
H -1.578 -2.097 0.661
H -0.133 0.900 -1.925
H 0.125 -0.849 -2.136
H 2.317 1.119 -0.408
H 2.279 0.469 1.197
H 1.032 1.676 0.557
H -1.310 1.693 0.127
H -2.717 0.593 -0.331
H -1.775 0.684 1.376



b.
17
Properties=species:S:1:pos:R:3 method="wB97M-V/def2-TZVPD" lumo_ev="-7.048 / -4.955" mol_weight_g_mol=96.15 total_charge=+1
C -0.107 -2.602 1.416
C 0.934 -1.938 1.902
C 0.179 -1.303 0.839
C -1.538 1.262 -0.921
C 1.958 1.686 -0.038
C -0.996 -0.171 -1.018
N 0.024 -0.402 0.022
H -0.869 -3.349 1.415
H 1.831 -1.925 2.481
H -1.518 1.536 -1.979
H -2.535 1.491 -0.483
H -0.819 1.989 -0.441
H 2.369 0.774 -0.577
H 2.468 2.153 0.759
H 1.019 2.002 -0.533
H -0.627 -0.283 -1.997
H -1.773 -0.920 -0.847



c.
17
Properties=species:S:1:pos:R:3 method="wB97M-V/def2-TZVPD" lumo_ev=-5.094 mol_weight_g_mol=96.15 smiles="C[C@H]1C=C2C[N@+]21C" total_charge=+1
C 1.458 -1.261 -0.664
C 0.644 -0.556 0.443
C 1.363 0.795 0.716
C 0.411 1.470 0.154
C -0.535 1.284 -0.876
N -0.614 0.025 -0.076
C -1.810 -0.041 0.650
H 1.658 -0.482 -1.447
H 0.660 -1.932 -1.099
H 2.396 -1.798 -0.355
H 0.493 -1.147 1.430
H 2.078 1.170 1.388
H -1.580 1.640 -0.918
H -0.224 1.203 -1.964
H -2.682 -0.107 -0.022
H -1.679 -0.978 1.185
H -2.039 0.717 1.453



d.
17
Properties=species:S:1:pos:R:3 method="wB97M-V/def2-TZVPD" lumo_ev="-5.275 / -5.275" mol_weight_g_mol=96.15 total_charge=+1
C -1.922 0.996 -0.599
C -0.237 -1.257 1.769
C 1.658 -1.047 0.361
C 0.388 -1.914 0.353
C 0.305 -0.469 0.653
C 0.250 1.912 -1.124
N -0.693 1.073 -0.510
H -2.446 1.871 -1.132
H -2.434 0.103 -0.248
H -1.268 -1.526 1.913
H 0.379 -1.560 2.625
H 2.420 -1.036 0.996
H 2.105 -0.843 -0.673
H 0.080 -2.655 -0.360
H 0.569 1.217 -1.898
H 1.077 2.232 -0.493
H -0.232 2.903 -1.634



Most favorable first, least favorable last: a, c, d, b



a.
17
Properties=species:S:1:pos:R:3 method="wB97M-V/def2-TZVPD" lumo_ev=-2.954 mol_weight_g_mol=96.15 smiles="C=C=C[C@H]1C[N@@H+]1C" total_charge=+1
C 3.156 -0.349 -0.347
C 2.122 -0.306 0.426
C 1.073 0.075 1.066
C -0.103 0.546 0.455
C -0.379 0.316 -1.036
N -1.164 -0.412 -0.032
C -2.580 -0.086 0.235
H 3.762 0.412 -0.752
H 3.401 -1.349 -0.783
H 1.109 0.097 2.162
H -0.462 1.497 0.914
H -0.822 1.131 -1.757
H 0.343 -0.158 -1.577
H -0.847 -1.361 0.153
H -3.081 -0.445 -0.638
H -2.942 -0.564 1.155
H -2.587 0.957 0.355



b.
17
Properties=species:S:1:pos:R:3 method="wB97M-V/def2-TZVPD" lumo_ev="-6.414 / -6.770" mol_weight_g_mol=96.15 total_charge=+1
C -1.363 -0.939 0.728
C -2.056 0.607 -0.639
C 0.277 1.012 0.507
C -1.134 0.516 0.503
C -1.658 -0.763 -0.625
C 1.934 -0.577 -0.375
N 0.932 0.360 -0.664
H -0.504 -1.498 1.079
H -2.160 -1.322 1.360
H -3.157 0.742 -0.435
H -1.907 1.290 -1.445
H 0.259 2.050 0.396
H 0.860 0.724 1.390
H 1.663 -1.179 0.470
H 1.975 -1.230 -1.254
H 3.081 -0.200 -0.483
H 0.984 0.934 -1.553



c.
17
Properties=species:S:1:pos:R:3 method="wB97M-V/def2-TZVPD" lumo_ev=-5.720 mol_weight_g_mol=96.15 total_charge=+1
C -0.226 1.816 -0.688
C -0.250 1.366 -1.882
C -0.356 0.845 0.447
C 0.170 -0.378 0.446
C -0.124 0.926 -3.193
C 0.776 -1.662 2.349
N -0.314 -1.249 1.456
H -0.044 2.823 -0.349
H -0.936 0.990 1.339
H -0.921 0.209 -3.324
H 0.864 0.477 -3.507
H -0.197 1.853 -3.847
H 1.661 -1.865 1.807
H 1.134 -0.921 3.068
H 0.571 -2.575 2.903
H -1.063 -0.754 2.071
H -0.746 -1.901 0.904



d.
17
Properties=species:S:1:pos:R:3 method="wB97M-V/def2-TZVPD" lumo_ev=-3.308 mol_weight_g_mol=96.15 smiles="CC1=C[C@@]12CC[NH2+]2" total_charge=+1
C 1.937 -1.439 0.395
C 0.603 -1.246 0.641
C -0.604 -1.505 1.023
C -0.477 -0.287 0.328
C -0.756 1.151 0.660
C -1.060 1.520 -0.798
N -0.791 0.145 -1.261
H 2.562 -0.823 1.123
H 2.206 -1.056 -0.654
H 2.412 -2.492 0.488
H -1.340 -2.109 1.479
H -1.512 1.187 1.440
H 0.036 1.867 0.994
H -2.162 1.590 -0.963
H -0.675 2.294 -1.486
H -1.648 -0.434 -1.648
H -0.064 0.068 -2.042



Most favorable first, least favorable last: a, d, c, b